DFT (ωB97M-V/def2-TZVPD) results for a 2-piece molecular cluster, C2H4FPSi overall at a distorted geometry.

Output
Strongest force on any atom: 4.4 eV Å⁻¹
HOMO energy: -0.30754 Eh
Gap between HOMO and LUMO: 8.072 eV
Total energy: -809.1788 Eh
Molar mass: 106.11 u

The geometry in ORCA input format:
```
! wB97M-V def2-TZVPD RIJCOSX def2/J DEFGRID3
* xyz 0 1
C -1.303 -0.229 1.217
C -0.566 -0.202 0.169
F -2.354 1.499 -0.539
Si 1.837 -0.098 -0.602
P -2.304 -0.223 -0.375
H -1.310 -0.562 2.217
H 2.088 -0.225 0.825
H 1.896 1.188 -1.325
H 2.015 -1.148 -1.587
*
```